Density functional theory data (ωB97M-V/def2-TZVPD) for a molecular structure, Cu2FN5O15 in a non-equilibrium geometry.

Geometry as XYZ:
```
23
Properties=species:S:1:pos:R:3:mulliken_charge:R:1
O -0.916 -0.833 -3.851 -0.52
F 1.846 1.051 1.416 -0.71
Cu -0.319 0.880 -3.171 0.23
O -2.217 0.467 4.778 -0.61
N 0.925 -0.821 -0.528 1.36
N 1.124 -1.095 4.116 1.87
O -0.628 2.471 -4.228 -0.67
O -0.332 -1.775 -5.669 -0.63
O -2.743 -0.926 3.410 -0.67
O -2.403 -1.543 5.534 -0.66
O 0.966 -1.590 5.199 -0.61
N -2.471 -0.721 4.670 0.95
O 1.266 0.060 3.831 -0.67
N -0.175 -0.899 -4.917 1.55
O 0.111 -0.901 0.483 -0.45
O 1.139 -1.882 3.067 -0.72
N -0.088 3.283 -3.361 1.60
O 0.265 4.409 -3.561 -0.55
Cu 1.341 -0.578 1.929 0.32
O 0.214 2.564 -2.322 -0.57
O 2.127 -1.028 -0.505 -0.60
O 0.182 -0.493 -1.497 -0.54
O 0.786 -0.102 -4.824 -0.69
```

As for the net charge: -2. As for the spin multiplicity: 3. The maximum force comes out at 6.4 eV/Å. The value obtained for the LUMO energy (spin up / spin down) is 3.90 / 2.63 eV.

Density functional theory data (ωB97M-V/def2-TZVPD) for a molecular structure, F10H4N5NaO22S10 in a non-equilibrium geometry.

Geometry as XYZ:
```
52
Properties=species:S:1:pos:R:3:mulliken_charge:R:1
S 1.697 -1.370 5.760 1.13
O 0.785 -2.491 5.879 -0.57
O -3.979 -5.330 -2.399 -0.56
O -0.962 4.653 -2.438 -0.55
O 0.541 -0.156 3.498 -0.53
O -2.842 -2.649 -3.578 -0.53
H 3.330 -1.765 -4.292 0.32
S -4.773 -5.154 -3.619 1.08
O 2.885 -1.447 4.950 -0.57
N 1.141 0.232 5.916 -0.29
O 9.555 0.445 -0.785 -0.58
O 0.536 3.051 -1.307 -0.49
O 6.711 1.472 1.417 -0.54
F 1.298 6.963 0.253 -0.35
S 0.371 4.320 -1.946 1.03
O 9.121 2.740 0.130 -0.60
O -7.436 2.814 1.620 -0.63
H -0.728 -4.673 2.280 0.31
N 1.386 5.580 -1.394 -0.25
S -6.225 2.489 0.855 1.02
O -6.448 0.151 2.386 -0.56
F 1.273 3.975 -3.292 -0.33
S 0.646 5.546 -0.059 1.08
F -6.212 -5.199 -3.007 -0.26
O -2.610 -4.638 -5.195 -0.57
S 0.034 -0.069 4.877 1.05
S 8.746 1.663 -0.800 1.08
N -4.919 -3.667 -4.413 -0.26
S -3.425 -3.517 -4.600 1.04
H 0.711 -5.099 2.481 0.29
F -6.456 -1.134 0.414 -0.26
S -5.798 0.167 1.091 1.05
N 7.253 1.530 -1.237 -0.26
Na 0.073 -1.656 -0.562 0.99
F -0.540 1.479 4.910 -0.34
S 6.857 0.696 0.208 1.08
O -4.348 -0.088 0.981 -0.49
O -4.892 2.784 1.419 -0.54
F 5.329 0.201 -0.160 -0.27
F -6.206 3.660 -0.255 -0.31
F 9.229 2.204 -2.297 -0.34
F -3.606 -2.422 -5.842 -0.34
O -4.901 -6.316 -4.465 -0.59
O 1.210 4.678 0.971 -0.56
N -6.305 1.312 -0.064 -0.28
O -1.234 -0.709 5.226 -0.58
O 2.517 -2.251 -4.157 -0.62
O 0.170 -4.445 2.039 -0.59
F 2.379 -1.396 7.181 -0.29
O -0.711 6.037 0.081 -0.59
H 2.291 -2.587 -5.025 0.30
O 7.487 -0.617 0.366 -0.56
```

As for the net charge: -4. The maximum force comes out at 9.1 eV/Å. The value obtained for the LUMO energy is 5.20 eV.

Density functional theory data (ωB97M-V/def2-TZVPD) for a molecular structure, F18InN2O6P3 in a non-equilibrium geometry.

Geometry as XYZ:
```
30
Properties=species:S:1:pos:R:3:mulliken_charge:R:1
O 3.817 -1.550 -3.589 -0.60
P 2.844 -0.899 2.304 1.25
F -3.693 0.962 -2.470 -0.38
F 2.425 0.243 1.176 -0.39
O 1.680 -1.355 -3.025 -0.59
In 0.419 -0.149 -0.739 1.73
P -2.292 0.421 -3.140 1.16
O 0.256 4.142 1.452 -0.59
F -2.757 -0.463 0.552 -0.34
F -0.714 -0.520 1.691 -0.37
F -1.434 1.430 -2.188 -0.30
F -3.173 -0.620 -4.011 -0.37
F -2.048 -0.724 3.682 -0.34
F -2.425 -2.193 1.894 -0.38
F 3.726 0.188 3.136 -0.39
F -2.217 1.045 2.191 -0.36
N 0.161 3.121 0.781 1.12
F 3.264 -2.077 3.355 -0.35
F -0.909 -0.207 -3.775 -0.33
O -0.429 3.237 -0.307 -0.53
N 2.924 -1.271 -2.787 1.18
F -3.945 -0.623 2.462 -0.40
F -2.124 -0.683 -1.949 -0.36
F 1.534 -0.499 3.178 -0.34
F 4.132 -1.306 1.431 -0.38
P -2.326 -0.572 2.119 1.26
F 1.907 -1.913 1.433 -0.36
O 0.619 2.020 1.112 -0.30
O 3.180 -0.721 -1.699 -0.59
F -2.402 1.540 -4.270 -0.36
```

As for the net charge: -2. The maximum force comes out at 4.9 eV/Å. The value obtained for the LUMO energy is -1.59 eV.

Density functional theory data (ωB97M-V/def2-TZVPD) for 2 unconnected molecules or ions with the total composition F2H2S in a non-equilibrium geometry.

Geometry as XYZ:
```
5
Properties=species:S:1:pos:R:3:mulliken_charge:R:1
F -1.071 0.675 -0.041 0.01
S 1.451 0.020 0.017 -0.30
F -1.770 -0.521 0.000 -0.01
H 1.767 -1.069 -0.698 0.15
H 0.572 -0.646 0.779 0.15
```

As for the net charge: 0. As for the SMILES: FF.S. The maximum force comes out at 1.1 eV/Å. The value obtained for the LUMO energy is -1.01 eV.

Density functional theory data (ωB97M-V/def2-TZVPD) for a gas-phase ion, F2H4N2P (charge +1) in a non-equilibrium geometry.

Geometry as XYZ:
```
9
Properties=species:S:1:pos:R:3:mulliken_charge:R:1
H -0.936 -1.924 0.836 0.25
H -2.035 -1.192 -0.259 0.26
F 1.736 -0.670 -0.819 -0.13
F 1.130 -0.207 1.416 -0.15
N 0.505 1.486 -0.367 -0.38
H 0.040 1.720 -1.280 0.33
N -1.132 -1.182 0.220 -0.45
P 0.580 -0.081 -0.005 0.96
H 0.111 2.050 0.258 0.30
```

As for the net charge: +1. As for the SMILES: NP(=[NH2+])(F)F. The maximum force comes out at 5.7 eV/Å. The value obtained for the LUMO energy is -5.67 eV.

Density functional theory data (ωB97M-V/def2-TZVPD) for 2 unconnected molecules or ions with the total composition F2HISi in a non-equilibrium geometry.

Geometry as XYZ:
```
5
Properties=species:S:1:pos:R:3:mulliken_charge:R:1
I 1.224 -2.421 0.517 0.01
F -1.148 -0.760 -1.230 -0.17
H -0.065 3.187 0.908 0.02
Si -0.387 -0.662 0.124 0.34
F 0.376 0.655 -0.319 -0.20
```

As for the net charge: 0. As for the spin multiplicity: 3. The maximum force comes out at 2.2 eV/Å. The value obtained for the LUMO energy (spin up / spin down) is 0.56 / -2.23 eV.

Density functional theory data (ωB97M-V/def2-TZVPD) for F2HNOS in the gas phase in a non-equilibrium geometry.

Geometry as XYZ:
```
6
Properties=species:S:1:pos:R:3:mulliken_charge:R:1
O 1.803 0.280 -0.218 -0.32
F -1.826 1.080 -0.097 -0.30
F -1.291 -1.271 -0.245 -0.27
S -0.874 -0.038 0.812 0.67
H 1.578 -0.226 -0.968 0.34
N 0.611 0.175 0.716 -0.12
```

As for the net charge: 0. The maximum force comes out at 4.3 eV/Å. The value obtained for the LUMO energy is -0.42 eV.

Density functional theory data (ωB97M-V/def2-TZVPD) for 2 unconnected molecules or ions with the total composition F2HNS in a non-equilibrium geometry.

Geometry as XYZ:
```
5
Properties=species:S:1:pos:R:3:mulliken_charge:R:1
F -1.124 2.308 -0.198 -0.40
N -1.265 -0.297 -0.576 -0.11
F 1.585 -1.131 0.599 -0.38
H 1.368 -1.701 1.289 0.39
S -0.565 0.821 -1.114 0.51
```

As for the net charge: 0. The maximum force comes out at 2.9 eV/Å. The value obtained for the LUMO energy is -1.35 eV.

Density functional theory data (ωB97M-V/def2-TZVPD) for 2 unconnected molecules or ions with the total composition F2HPS in a non-equilibrium geometry.

Geometry as XYZ:
```
5
Properties=species:S:1:pos:R:3:mulliken_charge:R:1
H 0.102 0.219 -0.540 0.11
F -1.727 -1.253 1.229 -0.19
S -3.016 1.259 0.042 -0.26
P -1.753 -0.214 0.032 0.52
F -1.770 -1.385 -1.042 -0.19
```

As for the net charge: 0. The maximum force comes out at 3.8 eV/Å. The value obtained for the LUMO energy is -0.93 eV.

Density functional theory data (ωB97M-V/def2-TZVPD) for a molecular structure, F2Li2 in a non-equilibrium geometry.

Geometry as XYZ:
```
4
Properties=species:S:1:pos:R:3:mulliken_charge:R:1
Li -17.487 -8.887 -4.035 0.89
F -17.873 -10.483 -4.226 -0.79
F -19.194 -11.883 -5.024 -0.90
Li -17.692 -11.363 -5.434 0.81
```

As for the net charge: 0. The maximum force comes out at 5.9 eV/Å. The value obtained for the LUMO energy is -1.26 eV.

What is the net charge in the fourth record? 0

The lowest maximum force belongs to which entry? F2H2S

Which formula does entry 10 have? F2Li2